No. 1
Here is C56H60AuGeO4P2 as an isolated structure from OMol25. Energies are from ωB97M-V/def2-TZVPD.

Atoms and positions in Å:
Au1 0.171 0.759 1.099
C1 0.282 -1.055 7.766
O1 1.596 -0.838 7.217
C2 1.759 -0.760 5.927
C3 3.141 -0.587 5.529
C4 3.460 -0.528 4.234
C5 2.448 -0.686 3.203
C6 2.861 -0.890 1.928
C7 4.217 -0.645 1.373
O2 1.911 -1.280 0.984
C8 1.025 -0.670 3.630
O3 0.071 -0.483 2.804
C9 0.738 -0.786 4.996
H1 0.435 -1.219 8.825
H2 -0.172 -1.935 7.313
H3 -0.336 -0.172 7.609
H4 3.883 -0.533 6.316
H5 4.498 -0.448 3.943
H6 4.761 0.076 1.977
H7 4.098 -0.233 0.369
H8 4.808 -1.558 1.292
H9 -0.303 -0.811 5.285
C10 0.771 -0.354 -5.918
C11 1.470 -0.261 -4.560
C12 2.997 -0.346 -4.775
C13 1.164 1.044 -3.855
C14 0.908 2.212 -4.567
C15 0.728 3.425 -3.935
C16 0.785 3.482 -2.558
C17 1.023 2.332 -1.803
P1 1.028 2.543 -0.019
C18 0.403 4.190 0.377
C19 1.339 5.234 0.348
C20 0.936 6.536 0.591
C21 -0.396 6.812 0.875
C22 -1.327 5.783 0.910
C23 -0.930 4.478 0.667
C24 2.733 2.545 0.581
C25 3.794 2.431 -0.316
C26 5.097 2.607 0.132
C27 5.339 2.878 1.472
C28 4.282 2.966 2.374
C29 2.980 2.801 1.932
C30 1.227 1.110 -2.468
O4 1.535 -0.018 -1.707
C31 1.268 -1.258 -2.259
C32 1.209 -2.392 -1.429
C33 0.803 -3.616 -1.983
C34 0.491 -3.730 -3.318
C35 0.660 -2.626 -4.135
C36 1.076 -1.397 -3.634
P2 1.864 -2.693 0.199
C37 3.481 -3.415 0.087
C38 4.150 -3.467 -1.137
C39 5.413 -4.034 -1.203
C40 6.004 -4.549 -0.057
C41 5.337 -4.502 1.165
C42 4.075 -3.942 1.240
C43 0.802 -3.815 1.099
C44 -0.421 -3.359 1.592
C45 -1.273 -4.231 2.245
C46 -0.916 -5.567 2.399
C47 0.290 -6.031 1.895
C48 1.153 -5.161 1.248
H10 1.102 0.445 -6.578
H11 -0.315 -0.302 -5.825
H12 1.038 -1.277 -6.430
H13 3.331 0.471 -5.417
H14 3.260 -1.292 -5.254
H15 3.536 -0.277 -3.826
H16 0.860 2.176 -5.646
H17 0.544 4.322 -4.512
H18 0.626 4.430 -2.062
H19 2.380 5.039 0.124
H20 1.663 7.337 0.559
H21 -0.707 7.829 1.073
H22 -2.365 5.998 1.129
H23 -1.673 3.692 0.692
H24 3.605 2.250 -1.369
H25 5.920 2.550 -0.569
H26 6.354 3.034 1.816
H27 4.474 3.189 3.416
H28 2.155 2.908 2.631
H29 0.738 -4.498 -1.356
H30 0.159 -4.675 -3.726
H31 0.473 -2.730 -5.194
H32 3.688 -3.072 -2.035
H33 5.932 -4.082 -2.152
H34 6.987 -4.999 -0.115
H35 5.801 -4.914 2.052
H36 3.553 -3.918 2.192
H37 -0.702 -2.323 1.484
H38 -2.217 -3.875 2.637
H39 -1.584 -6.248 2.912
H40 0.561 -7.074 2.003
H41 2.087 -5.537 0.853
C49 -5.028 -0.358 -3.380
C50 -3.742 -0.037 -2.627
C51 -3.627 -0.855 -1.346
C52 -2.283 -0.679 -0.594
Ge1 -2.235 1.096 0.233
C53 -2.991 1.492 1.990
C54 -4.467 1.038 2.109
C55 -5.465 2.118 1.708
C56 -5.439 2.439 0.219
H42 -5.112 0.232 -4.292
H43 -5.906 -0.145 -2.766
H44 -5.066 -1.412 -3.660
H45 -3.713 1.036 -2.407
H46 -2.874 -0.247 -3.261
H47 -3.708 -1.916 -1.597
H48 -4.473 -0.644 -0.686
H49 -1.459 -0.759 -1.311
H50 -2.161 -1.467 0.149
H51 -2.249 2.204 -0.816
H52 -2.903 2.569 2.152
H53 -2.386 0.996 2.749
H54 -4.636 0.741 3.144
H55 -4.648 0.137 1.513
H56 -5.273 3.022 2.294
H57 -6.464 1.783 1.989
H58 -4.446 2.763 -0.120
H59 -6.120 3.254 -0.026
H60 -5.738 1.575 -0.382

Calculated values
Frontier orbital gap   7.2 eV
ΔE to the lowest compared entry with this formula, charge and spin   23.44 kJ/mol
Multiplicity   1
Total charge   +3
E_LUMO   -0.3088 Ha

---

No. 2
Here is a 7-piece molecular cluster, C56H60F3N2O22P overall at a distorted geometry from OMol25. Energies are from ωB97M-V/def2-TZVPD.

Atoms and positions in Å:
C1 3.026 -1.248 -2.594
C2 2.874 -0.953 -0.992
C3 1.327 -0.431 -0.813
O1 1.151 0.947 -0.582
C4 0.343 1.795 -1.322
C5 -0.351 2.807 -0.211
O2 -0.224 4.203 -0.583
O3 -0.319 4.941 0.564
O4 1.120 2.725 -2.115
C6 2.473 2.924 -1.816
C7 2.867 3.538 -0.386
F1 3.395 1.854 -2.223
P1 3.003 4.340 -3.035
N1 4.551 4.719 -2.697
C8 -0.834 1.250 -2.278
C9 -0.193 0.764 -3.707
O5 -1.239 0.236 -4.608
C10 -0.577 -0.574 -5.608
C11 0.554 0.043 -6.598
O6 -0.891 -1.786 -5.767
O7 -1.555 0.099 -1.865
C12 -1.887 -0.070 -0.492
C13 -2.293 -1.639 -0.272
C14 -1.825 -2.174 1.171
C15 -1.075 -3.613 1.135
C16 -0.298 -3.729 2.572
C17 1.182 -3.117 2.542
O8 2.099 -3.822 1.661
C18 3.483 -3.472 1.988
N2 -1.811 2.358 -2.512
C19 -3.218 1.979 -2.617
O9 -3.779 1.248 -3.444
F2 -4.099 2.592 -1.635
C20 -1.558 3.256 -3.632
O10 -1.973 3.121 -4.817
F3 -0.818 4.485 -3.430
H1 2.659 -0.347 -3.230
H2 4.129 -1.400 -2.875
H3 2.351 -2.134 -2.923
H4 2.946 -1.991 -0.491
H5 3.639 -0.197 -0.607
H6 0.744 -0.957 -1.641
H7 0.990 -0.987 0.159
H8 -1.427 2.533 0.042
H9 0.248 2.694 0.781
H10 -0.506 5.867 0.257
H11 2.378 2.962 0.489
H12 3.994 3.570 -0.201
H13 2.482 4.631 -0.307
H14 2.134 5.500 -2.880
H15 2.946 3.791 -4.357
H16 4.521 5.732 -2.444
H17 0.441 1.550 -4.232
H18 0.518 -0.145 -3.565
H19 0.800 1.133 -6.351
H20 1.538 -0.543 -6.560
H21 0.171 0.037 -7.690
H22 -1.103 0.163 0.302
H23 -2.859 0.519 -0.242
H24 -1.735 -2.222 -1.103
H25 -3.420 -1.823 -0.413
H26 -1.097 -1.457 1.717
H27 -2.765 -2.219 1.852
H28 -1.877 -4.427 1.057
H29 -0.275 -3.698 0.320
H30 -0.287 -4.800 2.982
H31 -0.921 -3.092 3.309
H32 1.218 -1.985 2.276
H33 1.638 -3.186 3.609
H34 3.722 -3.681 3.093
H35 3.700 -2.361 1.801
H36 4.223 -4.072 1.347
C21 -0.910 -8.666 1.143
C22 -0.560 -9.682 0.352
C23 -0.329 -9.484 -1.094
O11 -0.012 -10.410 -1.817
C24 -0.500 -8.116 -1.630
C25 -0.850 -7.100 -0.839
C26 -1.080 -7.300 0.607
O12 -1.398 -6.372 1.331
H37 -1.083 -8.794 2.204
H38 -0.430 -10.689 0.729
H39 -0.327 -7.988 -2.691
H40 -0.980 -6.093 -1.216
C27 -7.251 4.301 2.214
C28 -7.979 5.172 1.514
C29 -7.597 5.562 0.140
O13 -8.259 6.359 -0.499
C30 -6.378 4.948 -0.428
C31 -5.650 4.077 0.272
C32 -6.032 3.687 1.645
O14 -5.370 2.890 2.284
H41 -7.516 4.005 3.221
H42 -8.875 5.631 1.915
H43 -6.113 5.244 -1.436
H44 -4.755 3.619 -0.129
C33 5.903 1.425 3.636
C34 4.778 1.411 2.921
C35 3.733 2.437 3.117
O15 2.703 2.424 2.464
C36 3.983 3.480 4.133
C37 5.108 3.494 4.848
C38 6.154 2.468 4.653
O16 7.182 2.481 5.304
H45 6.679 0.680 3.506
H46 4.579 0.654 2.171
H47 3.208 4.223 4.261
H48 5.307 4.250 5.597
C39 -6.208 0.700 -5.113
C40 -6.510 -0.480 -4.569
C41 -7.878 -1.033 -4.648
O17 -8.155 -2.109 -4.150
C42 -8.898 -0.229 -5.355
C43 -8.596 0.951 -5.899
C44 -7.227 1.504 -5.820
O18 -6.951 2.580 -6.318
H49 -5.212 1.119 -5.064
H50 -5.774 -1.081 -4.049
H51 -9.895 -0.650 -5.404
H52 -9.331 1.552 -6.419
C45 2.163 -7.778 5.439
C46 0.984 -8.180 4.962
C47 0.794 -9.551 4.443
O19 -0.282 -9.917 4.004
C48 1.959 -10.459 4.475
C49 3.138 -10.058 4.953
C50 3.329 -8.687 5.472
O20 4.403 -8.321 5.910
H53 2.320 -6.778 5.823
H54 0.121 -7.527 4.931
H55 1.802 -11.460 4.092
H56 4.002 -10.711 4.983
C51 4.165 8.394 4.300
C52 4.433 9.537 3.667
C53 5.150 9.548 2.374
O21 5.397 10.590 1.798
C54 5.556 8.243 1.810
C55 5.288 7.100 2.442
C56 4.571 7.090 3.735
O22 4.324 6.045 4.312
H57 3.641 8.367 5.247
H58 4.142 10.500 4.067
H59 6.080 8.269 0.862
H60 5.579 6.136 2.043

Calculated values
Frontier orbital gap   6.6 eV
SMILES   CCCO[C@@](COO)(O[C@@](C)(F)[PH2]=N)[C@@](COC(C)=O)(OCCCCCCOC)N(C(=O)F)C(=O)F.O=C1C=CC(=O)C=C1.O=C1C=CC(=O)C=C1.O=C1C=CC(=O)C=C1.O=C1C=CC(=O)C=C1.O=C1C=CC(=O)C=C1.O=C1C=CC(=O)C=C1
Multiplicity   1
Total charge   0
E_LUMO   -0.0727 Ha

---

No. 3
Here is C56H60IN10O15PS as an isolated structure at a distorted geometry from OMol25. Energies are from ωB97M-V/def2-TZVPD.

Atoms and positions in Å:
C1 8.337 3.811 -1.759
C2 7.909 2.523 -2.464
P1 6.201 2.222 -3.059
C3 5.758 3.537 -4.274
C4 6.871 4.509 -4.692
C5 5.091 2.488 -1.564
I1 4.946 4.649 -1.176
C6 5.655 1.773 -0.322
N1 5.062 0.442 -0.117
C7 3.588 0.415 0.044
C8 2.923 1.619 -0.589
N2 2.995 2.762 0.305
C9 2.238 2.993 1.215
S1 1.245 3.324 2.370
C10 1.407 1.403 -1.003
O1 0.911 0.345 -0.599
O2 0.969 2.371 -1.665
N3 3.687 1.967 -1.839
C11 3.613 0.791 -2.785
C12 3.340 1.188 -4.244
C13 1.924 0.814 -4.712
N4 1.123 2.025 -4.835
C14 -0.295 1.926 -4.529
C15 -0.839 3.211 -3.959
C16 -0.402 4.450 -4.391
C17 -0.887 5.620 -3.835
C18 -1.829 5.555 -2.824
C19 -2.287 4.326 -2.387
C20 -1.793 3.170 -2.954
O3 -2.237 1.934 -2.521
H1 9.408 3.789 -1.553
H2 8.084 4.704 -2.323
H3 7.844 3.887 -0.788
H4 8.171 1.672 -1.837
H5 8.491 2.386 -3.380
H6 4.890 4.108 -3.942
H7 5.442 2.981 -5.159
H8 7.848 4.030 -4.728
H9 6.907 5.381 -4.041
H10 6.662 4.871 -5.700
H11 6.727 1.646 -0.429
H12 5.499 2.421 0.546
H13 5.470 0.102 0.743
H14 3.187 -0.474 -0.441
H15 3.292 0.344 1.091
H16 3.161 2.727 -2.293
H17 4.518 0.199 -2.685
H18 2.803 0.165 -2.414
H19 3.419 2.270 -4.365
H20 4.108 0.717 -4.859
H21 1.987 0.274 -5.665
H22 1.463 0.124 -4.009
H23 1.302 2.454 -5.732
H24 -0.904 1.634 -5.395
H25 -0.402 1.161 -3.761
H26 0.347 4.514 -5.172
H27 -0.531 6.579 -4.187
H28 -2.216 6.458 -2.369
H29 -3.034 4.286 -1.606
H30 -1.961 1.825 -1.603
C21 0.833 -3.979 0.017
C22 1.250 -5.087 -0.711
C23 1.588 -4.956 -2.049
C24 1.505 -3.702 -2.628
C25 1.086 -2.588 -1.925
C26 0.746 -2.733 -0.591
N5 1.885 -3.546 -4.042
O4 2.207 -4.541 -4.657
O5 1.868 -2.425 -4.516
H31 0.582 -4.090 1.062
H32 1.316 -6.054 -0.231
H33 1.916 -5.805 -2.629
H34 1.014 -1.620 -2.397
H35 0.419 -1.857 -0.048
C27 -7.901 1.317 0.122
C28 -7.402 1.672 1.369
C29 -6.508 2.725 1.480
C30 -6.139 3.403 0.333
C31 -6.619 3.064 -0.918
C32 -7.508 2.006 -1.017
N6 -5.205 4.538 0.445
O6 -4.760 4.803 1.541
O7 -4.941 5.142 -0.576
H36 -8.602 0.496 0.039
H37 -7.710 1.131 2.252
H38 -6.106 3.018 2.438
H39 -6.301 3.613 -1.791
H40 -7.895 1.723 -1.986
C33 -3.643 -5.868 4.992
C34 -3.281 -6.729 3.964
C35 -2.015 -6.652 3.407
C36 -1.137 -5.703 3.899
C37 -1.474 -4.836 4.921
C38 -2.743 -4.925 5.471
N7 0.209 -5.609 3.308
O8 0.480 -6.360 2.392
O9 0.967 -4.776 3.760
H41 -4.636 -5.935 5.417
H42 -3.989 -7.461 3.598
H43 -1.715 -7.308 2.605
H44 -0.760 -4.108 5.274
H45 -3.030 -4.254 6.268
C39 -6.660 -5.334 2.637
C40 -5.913 -4.219 2.985
C41 -6.531 -2.994 3.175
C42 -7.902 -2.919 3.007
C43 -8.669 -4.015 2.657
C44 -8.036 -5.234 2.474
N8 -8.570 -1.624 3.214
O10 -7.875 -0.674 3.517
O11 -9.774 -1.577 3.069
H46 -6.170 -6.289 2.499
H47 -4.844 -4.307 3.109
H48 -5.965 -2.117 3.448
H49 -9.737 -3.915 2.533
H50 -8.617 -6.105 2.204
C45 10.423 9.349 0.424
C46 11.804 9.203 0.435
C47 12.376 7.974 0.148
C48 11.542 6.913 -0.148
C49 10.164 7.032 -0.162
C50 9.606 8.266 0.129
N9 12.143 5.605 -0.466
O12 13.350 5.511 -0.428
O13 11.386 4.697 -0.750
H51 9.982 10.311 0.647
H52 12.438 10.047 0.667
H53 13.447 7.840 0.153
H54 9.545 6.179 -0.395
H55 8.530 8.381 0.124
C51 -11.511 -8.390 6.032
C52 -11.144 -9.249 5.005
C53 -9.859 -9.206 4.488
C54 -8.966 -8.296 5.022
C55 -9.308 -7.428 6.042
C56 -10.597 -7.480 6.547
N10 -7.598 -8.249 4.482
O14 -7.324 -8.986 3.557
O15 -6.821 -7.457 4.979
H56 -12.515 -8.429 6.433
H57 -11.858 -9.955 4.604
H58 -9.555 -9.865 3.689
H59 -8.583 -6.728 6.429
H60 -10.886 -6.810 7.345

Calculated values
Frontier orbital gap   6.9 eV
Multiplicity   1
Total charge   0
E_LUMO   -0.0369 Ha

---

multiplicity of number 3 (C56H60IN10O15PS)? 1

---

Look up the total charge of the third one. 0